90
Properties=species:S:1:pos:R:3:lowdin_charge:R:1 method="wB97M-V/def2-TZVPD" e_homo_ev=-7.0525 homo_lumo_gap_ev=6.83 lumo_energy_ev=-0.2 spin_multiplicity=1
Pb 0.012 -0.427 0.049 0.9864
Te 0.141 -3.462 -0.003 0.7469
Sb -0.902 -0.827 -3.103 1.3570
O -1.824 -2.833 -0.260 -0.6125
O -2.644 -3.856 1.596 0.0209
N -3.737 -2.105 0.686 -0.0239
N 2.095 0.078 2.990 0.0687
N -3.635 -0.875 0.029 0.0340
N 2.406 -0.464 -0.685 -0.0239
N -0.962 3.417 -0.091 0.1733
N 0.635 1.857 -0.989 0.0023
N 0.001 2.916 1.990 0.1272
N -0.051 -0.651 2.698 -0.0711
N 2.225 1.004 -2.598 0.1442
N 1.113 -1.241 4.655 -0.0322
C 2.757 -0.068 -1.925 -0.3470
C -2.628 -2.042 -3.587 -0.4204
C 3.785 -0.755 -2.607 -0.0154
C 4.482 -1.759 -1.989 -0.0607
C 3.324 0.248 3.744 -0.1811
C -2.669 -2.655 -4.987 -0.1842
C 3.133 -1.420 -0.073 -0.2178
C 0.152 5.503 -3.848 -0.0751
C 3.007 0.200 5.227 -0.1614
C 1.004 -0.623 3.445 -0.4048
C 4.176 -2.085 -0.664 -0.0701
C -1.409 2.565 3.904 -0.0925
C 1.021 -3.011 -4.196 -0.1978
C -2.685 -3.004 0.734 -0.7790
C -0.116 3.023 -0.957 -0.3098
C -0.335 5.025 -2.634 -0.0082
C -1.087 2.974 1.212 -0.3685
C 1.380 1.871 -2.120 -0.3566
C 1.108 4.790 -4.569 -0.0750
C -2.005 0.768 -5.623 -0.1856
C 0.154 3.815 -2.187 -0.1099
C -0.179 2.735 3.299 -0.1691
C 2.272 -1.091 5.522 -0.1612
C -2.376 2.778 1.731 -0.0344
C 1.102 3.110 -2.901 -0.1329
C 0.461 -1.640 -4.566 -0.4298
C -2.532 2.567 3.084 -0.0873
C 0.131 -2.239 5.082 -0.1470
C -1.218 -1.321 3.238 -0.2324
C -0.815 -2.601 3.952 -0.1624
C 1.602 3.576 -4.099 -0.0178
C -1.360 0.954 -4.252 -0.4228
H 2.827 -1.663 0.941 0.0807
H -1.990 1.586 -3.621 0.0469
H -4.398 -2.207 1.438 0.1398
H -1.070 5.575 -2.060 0.1131
H -3.520 2.434 3.507 0.1039
H 2.950 -1.946 5.401 0.1282
H 1.920 -1.104 6.556 0.1241
H -1.752 -0.653 3.926 0.1176
H -0.317 -3.251 3.229 0.0786
H 4.014 -0.437 -3.615 0.1128
H 2.345 3.009 -4.647 0.1131
H 0.675 -3.123 5.425 0.1233
H -2.649 -1.903 -5.773 0.0440
H -4.362 -0.787 -0.668 0.0822
H -0.084 -1.676 -5.510 0.0355
H 1.903 0.708 2.228 0.1059
H -0.213 6.445 -4.237 0.1002
H -1.902 -1.552 2.416 0.0733
H 0.728 2.740 3.897 0.0962
H -1.386 0.157 -6.283 0.0576
H -2.641 -2.826 -2.830 0.0297
H -3.505 -1.414 -3.409 0.0422
H 5.265 -2.290 -2.515 0.1097
H -1.490 2.434 4.975 0.0972
H 3.771 1.202 3.471 0.1238
H 4.045 -0.540 3.496 0.1156
H 0.229 -3.757 -4.097 0.0559
H -2.986 0.299 -5.548 0.0554
H 3.921 0.259 5.819 0.1172
H -0.423 -1.843 5.939 0.1237
H -1.682 -3.132 4.343 0.1201
H 4.720 -2.846 -0.123 0.1039
H 2.369 1.048 5.489 0.1159
H -3.228 2.856 1.068 0.1054
H 1.259 -0.899 -4.664 0.0382
H -2.143 1.738 -6.109 0.0676
H 1.469 5.187 -5.509 0.1004
H -3.701 -0.108 0.686 0.0725
H 1.548 -2.984 -3.240 0.0302
H -1.829 -3.330 -5.151 0.0541
H -0.401 1.462 -4.348 0.0281
H -3.584 -3.240 -5.113 0.0695
H 1.719 -3.366 -4.958 0.0674